Record 1
A molecular structure, C38H50ClN6O2Tm. Source: the Open Molecules 2025 dataset; level of theory: the ωB97M-V functional and the def2-TZVPD basis.

Output
- orbital gap (alpha / beta) (eV) = 5.8002 / 5.7997
- 2S+1 = 3
- DFT total energy (a.u.) = -3502.657380
- <S²> = 2.002

Last column: Löwdin spin population.
Positions of all 98 atoms, in Å:
Tm  0.54  0.14  -0.16  2.01
C  1.39  -4.48  -4.25  0.00
C  0.00  -3.83  -4.34  0.00
C  -0.01  -2.45  -3.75  0.00
C  0.09  -1.26  -4.39  0.00
C  0.17  -1.01  -5.87  0.00
C  -1.19  -0.68  -6.48  0.00
C  0.05  -0.22  -3.37  0.00
N  -0.07  -0.80  -2.15  0.00
C  -0.13  -2.15  -2.33  0.00
C  -0.31  -3.08  -1.32  0.00
C  -0.54  -2.84  0.04  0.00
C  -0.65  -3.86  1.06  0.00
C  -0.56  -5.34  0.83  0.00
C  -1.89  -5.94  0.37  0.00
C  -0.85  -3.21  2.24  0.00
C  -0.88  -1.79  1.94  0.00
C  -1.01  -0.77  2.88  0.00
C  -0.90  0.60  2.66  0.00
N  -0.68  1.17  1.45  0.00
C  -0.53  2.51  1.65  0.00
C  -0.33  3.44  0.63  0.00
C  -0.22  3.21  -0.74  0.00
N  -0.22  1.98  -1.32  0.00
C  -0.04  2.17  -2.65  0.00
C  0.08  1.15  -3.60  0.00
C  0.04  3.59  -2.94  0.00
C  -0.07  4.23  -1.75  0.00
C  -0.08  5.71  -1.49  0.00
C  -1.50  6.26  -1.28  0.00
C  0.17  4.18  -4.32  0.00
C  -1.18  4.24  -5.05  0.00
C  -0.65  2.81  3.06  0.00
C  -0.89  1.62  3.69  0.00
C  -1.04  1.37  5.16  0.00
C  0.28  0.92  5.80  0.00
C  -0.58  4.17  3.67  0.00
C  -1.91  4.93  3.57  0.00
N  -0.69  -1.61  0.60  0.00
C  -0.93  -3.80  3.61  0.00
C  0.43  -3.77  4.32  0.00
H  1.38  -5.49  -4.67  0.00
H  2.13  -3.89  -4.79  0.00
H  1.72  -4.54  -3.21  0.00
H  -0.30  -3.77  -5.39  0.00
H  -0.73  -4.45  -3.84  0.00
H  0.87  -0.19  -6.07  0.00
H  0.59  -1.89  -6.36  0.00
H  -1.63  0.20  -6.00  0.00
H  -1.11  -0.49  -7.55  0.00
H  -1.89  -1.51  -6.34  0.00
H  -0.27  -4.13  -1.61  0.00
H  0.22  -5.55  0.09  0.00
H  -0.24  -5.83  1.75  0.00
H  -2.23  -5.47  -0.56  0.00
H  -1.80  -7.02  0.19  0.00
H  -2.67  -5.78  1.12  0.00
H  -1.17  -1.09  3.90  0.00
H  -0.25  4.48  0.94  0.00
H  0.21  1.46  -4.63  0.00
H  0.53  5.93  -0.62  0.00
H  0.39  6.23  -2.33  0.00
H  -1.99  5.76  -0.44  0.00
H  -1.48  7.33  -1.07  0.00
H  -2.11  6.09  -2.17  0.00
H  0.59  5.18  -4.24  0.00
H  0.87  3.59  -4.90  0.00
H  -1.88  4.88  -4.51  0.00
H  -1.06  4.65  -6.06  0.00
H  -1.62  3.25  -5.13  0.00
H  -1.40  2.27  5.65  0.00
H  -1.80  0.60  5.33  0.00
H  1.04  1.70  5.68  0.00
H  0.17  0.73  6.87  0.00
H  0.65  0.00  5.33  0.00
H  -0.29  4.09  4.72  0.00
H  0.21  4.75  3.18  0.00
H  -2.70  4.38  4.09  0.00
H  -1.84  5.93  4.01  0.00
H  -2.22  5.03  2.52  0.00
H  -1.67  -3.27  4.21  0.00
H  -1.28  -4.84  3.55  0.00
H  0.79  -2.74  4.41  0.00
H  0.37  -4.20  5.33  0.00
H  1.17  -4.33  3.75  0.00
C  4.15  -2.94  3.10  0.00
O  3.47  -2.76  1.86  0.00
C  2.74  -1.65  1.66  0.00
O  2.08  -1.57  0.64  0.00
N  2.77  -0.70  2.64  0.00
N  2.06  0.48  2.37  0.00
H  4.56  -3.95  3.06  0.00
H  3.47  -2.86  3.94  0.00
H  4.98  -2.23  3.20  0.00
H  3.60  -0.64  3.21  0.00
H  2.63  1.11  1.81  0.00
H  1.77  0.90  3.24  0.00
Cl  2.76  1.31  -0.48  0.00

=====

Record 2
5 unconnected molecules or ions with the total composition C38H50IN2O2S2 in a non-equilibrium geometry. Source: the Open Molecules 2025 dataset; level of theory: the ωB97M-V functional and the def2-TZVPD basis.

Output
- orbital gap (eV) = 6.4943
- charge = -1
- 2S+1 = 1
- DFT total energy (a.u.) = -2832.045706

Last column: Mulliken charge in e.
Positions of all 95 atoms, in Å:
C  5.05  -1.05  3.58  -1.19
C  4.85  -0.85  2.03  -0.41
C  3.41  -1.32  1.61  -0.91
C  2.54  -0.21  0.96  -0.40
N  1.10  -0.30  1.27  0.27
C  0.48  -1.54  0.79  -1.32
C  -0.94  -1.64  1.49  0.39
C  -1.29  -3.12  1.82  -0.87
C  -2.81  -3.26  2.16  -0.49
N  -3.12  -3.28  3.60  -0.30
C  -2.68  -2.08  4.30  -0.83
I  -3.10  -2.44  6.43  -0.04
C  -3.45  -0.76  3.90  0.75
O  -4.09  -0.17  4.78  -0.78
O  -3.41  -0.31  2.73  -0.59
C  0.44  0.85  0.81  0.03
S  -0.51  0.94  -0.54  -0.26
S  0.68  2.37  1.76  -0.21
C  -0.82  3.38  1.44  -0.75
C  -2.08  2.86  2.25  -0.26
C  -1.71  2.31  3.66  -1.02
H  4.10  -0.90  4.13  0.34
H  5.46  -2.05  3.82  0.29
H  5.78  -0.30  3.94  0.33
H  4.98  0.20  1.74  0.44
H  5.58  -1.52  1.53  0.26
H  3.50  -2.14  0.87  0.35
H  2.86  -1.76  2.47  0.46
H  2.89  0.76  1.38  0.43
H  2.76  -0.13  -0.14  0.07
H  0.41  -1.64  -0.31  0.33
H  1.02  -2.45  1.14  0.66
H  -1.67  -1.19  0.81  0.36
H  -0.85  -1.11  2.45  -0.41
H  -1.11  -3.71  0.89  0.38
H  -0.65  -3.53  2.63  0.31
H  -3.14  -4.25  1.76  0.43
H  -3.39  -2.51  1.58  0.26
H  -4.11  -3.46  3.75  0.35
H  -1.58  -1.96  4.27  0.33
H  -1.09  3.40  0.37  0.31
H  -0.66  4.43  1.75  0.50
H  -2.62  2.06  1.71  0.11
H  -2.78  3.72  2.34  0.45
H  -1.16  1.35  3.62  0.14
H  -2.67  2.11  4.18  0.31
H  -1.20  3.10  4.25  0.37
C  3.57  2.66  -4.09  -0.41
C  3.76  4.01  -4.36  -0.51
C  3.12  4.96  -3.58  -0.30
C  2.29  4.57  -2.53  -0.63
C  2.11  3.22  -2.26  0.16
C  2.74  2.27  -3.04  -0.45
H  4.07  1.91  -4.69  0.36
H  4.40  4.31  -5.17  0.36
H  3.26  6.02  -3.80  0.53
H  1.80  5.32  -1.93  0.33
H  1.47  2.92  -1.44  0.17
H  2.60  1.21  -2.83  0.40
C  6.19  8.21  -1.71  -0.49
C  6.28  9.56  -1.42  -0.36
C  5.13  10.31  -1.21  -0.34
C  3.88  9.70  -1.29  -0.53
C  3.79  8.34  -1.58  -0.17
C  4.94  7.60  -1.80  -0.22
H  7.09  7.63  -1.88  0.36
H  7.25  10.04  -1.35  0.35
H  5.20  11.37  -0.99  0.35
H  2.98  10.28  -1.12  0.36
H  2.82  7.86  -1.64  0.30
H  4.87  6.54  -2.03  0.40
C  -6.04  -3.41  -0.72  -0.48
C  -6.04  -4.19  -1.87  -0.27
C  -6.22  -5.56  -1.79  -0.63
C  -6.41  -6.16  -0.55  -0.18
C  -6.41  -5.38  0.61  -0.44
C  -6.22  -4.01  0.52  -0.39
H  -5.90  -2.34  -0.79  0.43
H  -5.90  -3.72  -2.84  0.37
H  -6.22  -6.17  -2.68  0.44
H  -6.56  -7.23  -0.48  0.36
H  -6.56  -5.85  1.57  0.38
H  -6.22  -3.40  1.42  0.43
C  -1.83  -4.94  -2.50  -0.65
C  -2.84  -5.86  -2.78  -0.14
C  -2.68  -6.77  -3.82  -0.48
C  -1.51  -6.78  -4.56  -0.36
C  -0.50  -5.87  -4.28  -0.44
C  -0.66  -4.95  -3.25  -0.37
H  -1.96  -4.23  -1.69  0.54
H  -3.75  -5.85  -2.20  0.42
H  -3.47  -7.47  -4.04  0.37
H  -1.39  -7.49  -5.37  0.35
H  0.41  -5.87  -4.86  0.35
H  0.12  -4.23  -3.03  0.40